Record 1
Molecular formula: C17H34AsClHfO5SSi3
Method: DFT, ωB97M-V with the def2-TZVPD basis set

## Properties
LUMO level: -7.5 eV
net charge: +2
orbital gap: 7.0773 eV
calculated total energy: -5054.68875 Ha

Structure (XYZ):
```
63
C17H34AsClHfO5SSi3, DFT ωB97M-V with the def2-TZVPD basis set
Hf -1.5105 -0.1043 0.2277
Cl -0.4690 4.2792 6.0243
C -0.6691 3.0286 4.8741
C -0.7244 1.6546 5.2382
C -0.9076 0.6809 4.3291
C -0.9985 1.0835 2.9973
O -1.0576 0.0752 2.1120
C -1.0475 2.4240 2.5666
C -1.5610 2.7485 1.2653
O -1.6148 1.9432 0.3119
C -0.9019 3.4383 3.5613
H -0.5930 1.4264 6.3070
H -1.0190 -0.4403 4.4891
H -1.9857 3.7402 1.0823
H -0.8820 4.4957 3.3058
C 3.8271 1.0131 -0.9878
Si 2.2879 1.0125 -0.0147
C 2.4186 0.5429 1.7735
C 1.6970 2.8064 -0.1203
As 0.8275 -0.5420 -1.0391
Si 0.1295 0.0494 -3.3472
C -0.9726 1.4664 -2.8870
C -0.8753 -1.3746 -3.9751
C 1.5593 0.3942 -4.3623
Si 1.3323 -2.8471 -0.4920
C 0.4971 -3.0829 1.1877
C 0.2980 -3.8694 -1.7564
C 3.2005 -3.0399 -0.5590
H 4.0923 2.0664 -0.9619
H 3.7561 0.6610 -2.0308
H 4.6128 0.3822 -0.5354
H 3.0569 1.2567 2.2778
H 2.8332 -0.4431 1.8973
H 1.4336 0.4718 2.2099
H 2.1176 3.4106 -0.9435
H 2.1637 3.2167 0.7859
H 0.5852 2.9002 -0.1847
H -1.8317 1.2369 -2.2721
H -1.3175 1.8186 -3.8286
H -0.4019 2.3372 -2.4303
H -1.5136 -1.8611 -3.2880
H -0.1694 -2.1062 -4.3270
H -1.3497 -1.0292 -4.8637
H 2.1418 1.1424 -3.9037
H 1.2347 0.7825 -5.3971
H 2.1530 -0.5261 -4.4904
H -0.3294 -3.7785 0.9973
H 0.1115 -2.2131 1.7352
H 1.1040 -3.6005 1.9977
H -0.7814 -3.6688 -1.8313
H 0.2853 -4.9232 -1.4921
H 0.8189 -3.7320 -2.7135
H 3.7660 -2.6834 0.3046
H 3.6447 -2.6678 -1.4571
H 3.3778 -4.0930 -0.5411
C -5.0792 -0.6245 1.1162
S -4.0951 -1.2344 -0.2703
O -2.7310 -1.8287 0.3069
O -4.8450 -2.0583 -1.2008
O -3.4026 -0.0421 -0.8699
H -5.5526 -1.4768 1.6466
H -5.8223 0.0614 0.7401
H -4.3516 -0.1567 1.7058
```

Record 2
Molecular formula: C35H35Cl2N7O4Os
Method: DFT, ωB97M-V with the def2-TZVPD basis set

## Properties
LUMO level (spin up / spin down): -6.2 / -8.9 eV
net charge: +2
orbital gap (spin up / spin down): 6.1023 / 3.4511 eV
calculated total energy: -3049.58543 Ha
spin multiplicity: 5

Structure (XYZ):
```
84
C35H35Cl2N7O4Os, DFT ωB97M-V with the def2-TZVPD basis set
Os -0.4113 0.3618 -0.3486
Cl 1.2696 4.4654 0.6961
C 2.4985 3.5290 -0.0718
C 3.7185 4.1411 -0.2994
C 4.7367 3.4542 -0.9222
Cl 6.2204 4.2473 -1.1884
C 4.5555 2.1022 -1.3347
C 5.5677 1.3501 -1.9582
C 5.3274 0.0452 -2.2838
C 4.0655 -0.4938 -1.9981
N 3.0867 0.1892 -1.4368
C 3.3151 1.4675 -1.0982
C 2.2279 2.1946 -0.4615
O 1.0671 1.6708 -0.2550
H 3.8682 5.1666 0.0078
H 6.5198 1.8144 -2.1761
H 6.0858 -0.5677 -2.7512
H 3.8590 -1.5274 -2.2484
C -2.3747 4.0331 -1.7808
C -1.4111 3.1300 -1.3310
N -1.7151 1.8922 -0.9614
C -3.0152 1.4924 -1.0531
C -4.0436 2.3364 -1.4760
C -3.6904 3.6478 -1.8466
C -5.3831 1.8287 -1.5196
C -5.6496 0.5486 -1.1801
C -4.6012 -0.3428 -0.7780
C -4.8128 -1.6977 -0.4623
C -3.7392 -2.4755 -0.1057
C -2.4654 -1.9128 -0.0556
N -2.2321 -0.6395 -0.3430
C -3.2927 0.1390 -0.7101
H -2.0677 5.0269 -2.0760
H -0.3748 3.4162 -1.2564
H -4.4549 4.3331 -2.1923
H -6.1775 2.4919 -1.8384
H -6.6632 0.1692 -1.2148
H -5.8109 -2.1156 -0.5081
H -3.8569 -3.5233 0.1332
H -1.6145 -2.5132 0.2285
C 2.5597 -2.8495 -3.6290
C 1.5162 -3.7062 -2.9141
C 1.2986 -3.3874 -1.4258
C 0.3786 -4.5179 -0.8346
C 0.2006 -4.6182 0.6828
C 2.5832 -3.4088 -0.6169
O 3.5124 -4.1348 -0.8496
N 2.5991 -2.5790 0.5036
C 1.6971 -1.5878 0.8140
O 1.7953 -0.9377 1.8360
N 0.7026 -1.3452 -0.1163
C 0.5894 -2.0634 -1.2780
O -0.1505 -1.5950 -2.1408
H 2.5630 -3.0926 -4.6912
H 3.5579 -3.0482 -3.2437
H 2.3299 -1.7837 -3.5401
H 1.7925 -4.7565 -2.9993
H 0.5516 -3.5731 -3.4039
H 0.8181 -5.4547 -1.1755
H -0.5902 -4.4206 -1.3323
H 1.1318 -4.8922 1.1768
H -0.5215 -5.4053 0.9015
H -0.1603 -3.6970 1.1468
H 3.3868 -2.6795 1.1289
C -2.0544 1.9848 2.3137
C -2.2415 2.3684 3.8376
N -1.2805 1.6107 4.6031
C 0.0735 1.9791 4.2604
C 0.2857 1.6521 2.7274
N -0.9418 1.0450 2.2025
C -1.2440 -0.1823 2.9408
C -1.4919 0.1892 4.4598
H -1.8339 2.8738 1.7208
H -2.9608 1.5166 1.9242
H -3.2499 2.1283 4.1727
H -2.0689 3.4330 3.9902
H 0.7723 1.4146 4.8757
H 0.2197 3.0433 4.4443
H 1.1039 0.9510 2.5882
H 0.4875 2.5627 2.1739
H -0.3985 -0.8593 2.8421
H -2.1382 -0.6450 2.5196
H -0.8005 -0.3514 5.1038
H -2.5113 -0.0556 4.7557
```

Record 3
Molecular formula: C2H8NO
Method: DFT, ωB97M-V with the def2-TZVPD basis set

## Properties
LUMO level: -4.7 eV
net charge: +1
orbital gap: 11.5783 eV
calculated total energy: -210.74061 Ha

Structure (XYZ):
```
12
C2H8NO, DFT ωB97M-V with the def2-TZVPD basis set
O 1.6993 0.1126 -2.4227
H 1.6498 -0.8096 -2.6935
H 2.2519 0.5894 -3.0480
H -2.2786 0.4384 1.8800
C -1.2796 0.0299 1.8343
C -0.8435 -0.0631 0.4336
N 0.3409 0.1666 0.0225
H -1.2159 -1.0092 2.1716
H -0.5506 0.5266 2.4713
H -1.4660 -0.6131 -0.2609
H 1.1277 0.4763 0.5936
H 0.5646 0.1552 -0.9818
```